15
Properties=species:S:1:pos:R:3:forces:R:3 method="wB97M-V/def2-TZVPD" lumo_energy_ev="3.8590 / 3.8405" charge=-1 multiplicity=2 de_lowest_kcal_mol=2.4 homo_ha="0.007 / -0.111"
O 2.324851 -1.672380 -0.031225 0.37 0.50 -0.17
C 1.411424 -2.575298 0.114455 -0.33 -0.24 0.05
H 1.629082 -3.522766 0.640236 -0.14 0.13 -0.11
H 0.394764 -2.419947 -0.287883 0.12 -0.18 0.14
C -1.282028 1.684260 0.680985 -0.20 0.26 0.01
C -0.397311 0.846023 -0.194988 0.06 -0.10 -0.11
C -0.887412 0.208593 -1.270653 -0.03 0.26 0.07
N 0.932834 0.834895 0.167531 -0.03 0.27 -0.48
H -1.111542 2.759650 0.564978 0.21 -0.07 -0.16
H -1.101365 1.475520 1.738622 -0.12 -0.18 0.00
H -2.326786 1.500638 0.432541 -0.02 -0.06 0.18
H -0.269783 -0.428383 -1.886847 0.09 -0.03 0.02
H -1.923985 0.341630 -1.548537 -0.03 -0.06 0.03
H 1.104970 0.859922 1.154983 0.00 -0.07 0.23
H 1.502289 0.107642 -0.274191 0.06 -0.43 0.31

---

15
Properties=species:S:1:pos:R:3:forces:R:3 method="wB97M-V/def2-TZVPD" lumo_energy_ev=0.8040 charge=0 multiplicity=1 de_lowest_kcal_mol=141.4 homo_ha=-0.306
C 0.889628 0.965424 -1.602066 0.28 0.16 -0.33
N 1.068306 0.104937 0.053328 0.02 0.08 0.12
C -0.482396 0.300893 -0.606867 -0.56 -0.04 0.06
C -0.089802 0.287455 0.824369 -0.08 -0.01 0.00
C -0.567893 -0.915873 1.635199 -0.06 0.21 0.21
O -0.565390 -2.111218 0.896726 0.26 -0.07 -0.10
H 0.322917 0.804123 -2.531245 0.05 -0.02 0.21
H 0.901180 2.029958 -1.366239 0.04 -0.18 -0.03
H 1.895792 0.601122 -1.774792 -0.13 -0.03 -0.01
H -1.043829 1.200570 -0.856893 0.15 -0.07 0.00
H -0.879857 -0.628816 -0.997314 0.08 0.16 0.01
H -0.219082 1.240408 1.364323 0.02 -0.13 0.00
H -1.595170 -0.737843 1.971335 0.12 -0.05 -0.04
H 0.066400 -0.998687 2.532041 -0.09 0.00 -0.12
H 0.299197 -2.142454 0.458094 -0.10 -0.01 0.00

---

15
Properties=species:S:1:pos:R:3:forces:R:3 method="wB97M-V/def2-TZVPD" lumo_energy_ev=0.9346 charge=0 smiles="CCNC(C)=O" multiplicity=1 de_lowest_kcal_mol=22.2 homo_ha=-0.346
C -0.276277 -0.763596 -2.045802 2.12 0.25 -0.46
C -0.055560 -1.418273 -0.704942 -0.20 1.30 -0.20
N -0.411713 -0.597009 0.359439 -0.46 -0.34 0.20
C -0.290840 0.840425 0.591308 -0.27 0.64 -0.63
C 0.662910 1.089771 1.754647 -0.04 -0.18 -0.65
O 0.419168 -2.519222 -0.576362 -0.46 -0.39 0.29
H -1.301333 -0.608825 -2.370495 0.01 -0.28 0.12
H 0.228112 0.208734 -1.980882 -0.46 0.17 -0.03
H 0.387868 -1.279019 -2.761839 -0.91 -0.14 -0.02
H -0.823874 -1.076428 1.147882 0.59 -0.20 0.06
H -1.274214 1.257696 0.804436 -0.21 -0.08 0.21
H 0.030885 1.437456 -0.293890 -0.05 -0.90 0.40
H 0.503368 0.319271 2.495960 0.20 -0.13 0.29
H 0.529508 2.049512 2.216358 -0.23 0.56 0.17
H 1.671996 1.059512 1.364186 0.36 -0.28 0.23

---

15
Properties=species:S:1:pos:R:3:forces:R:3 method="wB97M-V/def2-TZVPD" lumo_energy_ev=1.0706 charge=0 smiles=COC[C@@H]1CN1 multiplicity=1 de_lowest_kcal_mol=109.8 homo_ha=-0.321
C 1.677087 1.820853 0.394325 0.67 -1.90 2.36
C 0.294358 -0.126529 0.172688 1.18 -3.97 1.22
C -1.088198 -0.144654 -0.275314 -2.17 -1.77 -0.55
C -1.700205 -1.499629 0.061106 0.78 1.33 -0.46
H 1.960574 2.489239 1.238914 -0.91 -0.66 -0.17
H 2.468688 1.095912 0.318123 0.63 -0.55 0.26
H 1.825369 2.379101 -0.454680 -0.72 1.45 -2.42
H 0.863199 -0.550188 -0.686450 0.62 0.54 0.60
H 0.495361 -0.740860 1.168197 -0.30 0.16 -2.10
H -1.640781 0.865078 -0.357409 0.91 -1.97 0.24
H -0.966212 -2.133382 0.491907 0.31 -0.56 0.75
H -2.667146 -1.618196 0.466121 -1.31 -0.13 -0.33
H -0.604391 -1.810217 -1.779364 -1.85 2.68 1.92
N -1.365583 -1.128295 -1.292652 -0.11 -2.33 -2.49
O 0.447881 1.101768 0.534488 2.26 7.69 1.18

---

15
Properties=species:S:1:pos:R:3:forces:R:3 method="wB97M-V/def2-TZVPD" lumo_energy_ev=0.8639 charge=0 multiplicity=1 de_lowest_kcal_mol=60.4 homo_ha=-0.349
C 1.712242 0.250104 0.285354 0.04 -0.02 0.06
C 0.590860 -0.058568 -0.728519 -0.01 0.00 -0.04
C -0.795670 -0.040294 -0.121620 -0.13 0.24 0.11
N -1.457227 1.033163 0.089017 0.12 -0.52 0.01
O -0.772520 2.204007 -0.299813 0.14 0.24 0.09
C -1.499360 -1.314711 0.293120 0.00 -0.02 0.05
H 1.709299 1.285066 0.653777 -0.12 -0.20 -0.13
H 1.641370 -0.395874 1.166170 0.01 0.03 -0.14
H 2.695920 0.094303 -0.168623 -0.17 -0.02 0.03
H 0.603537 0.678367 -1.539814 0.06 -0.11 0.15
H 0.776430 -1.041400 -1.175116 -0.07 0.11 0.13
H 0.030482 2.226555 0.241346 -0.11 0.09 -0.18
H -1.986344 -1.162898 1.259359 0.05 -0.05 -0.14
H -2.283778 -1.586898 -0.422855 0.20 0.09 0.02
H -0.810785 -2.160616 0.374309 -0.02 0.18 -0.02

---

15
Properties=species:S:1:pos:R:3:forces:R:3 method="wB97M-V/def2-TZVPD" lumo_energy_ev=0.0344 charge=0 multiplicity=1 de_lowest_kcal_mol=122.0 homo_ha=-0.287
C 0.066161 -0.097776 0.745970 0.20 0.78 -0.23
C -0.924285 -1.204230 0.773475 -0.15 0.00 -0.86
C 1.509114 -0.431845 0.829822 0.02 0.12 -0.18
C -0.563604 1.800073 -1.648226 0.20 -0.05 0.18
O -0.909388 -1.551440 -0.564965 -0.18 -0.38 -0.07
N -0.144291 0.711971 -1.172998 -0.55 -1.62 0.15
H -0.433879 -0.260025 -1.577175 0.32 1.05 0.84
H -0.220456 0.890652 1.085057 0.09 -0.01 0.19
H -0.601039 -2.033092 1.437345 0.18 0.25 0.05
H -1.902996 -0.861957 1.151498 -0.01 0.03 -0.04
H 2.143808 0.338932 0.394700 -0.01 -0.04 0.01
H 1.705775 -1.392717 0.358812 -0.01 0.00 0.01
H 1.759622 -0.501340 1.897735 -0.11 -0.04 -0.08
H -0.413032 2.730285 -1.098573 -0.07 -0.03 0.01
H -1.071509 1.862510 -2.612478 0.09 -0.05 0.03

---

15
Properties=species:S:1:pos:R:3:forces:R:3 method="wB97M-V/def2-TZVPD" lumo_energy_ev=1.1736 charge=0 multiplicity=1 de_lowest_kcal_mol=133.5 homo_ha=-0.311
C 1.155872 -0.747285 -0.103184 -3.35 1.85 2.34
C 0.379172 0.622825 -0.190992 0.75 -4.15 -2.26
C -0.292884 -0.698226 -0.422389 -2.12 0.18 2.11
C 0.595284 1.516945 -1.313422 -2.32 -1.14 -4.08
N -1.455787 -0.760825 1.979008 1.15 0.98 -0.92
O -1.579496 -1.339391 0.715262 2.60 1.02 -2.26
H 1.894123 -1.048691 -0.740186 1.65 -0.73 -1.70
H 1.260191 -0.930769 0.941210 0.60 -0.52 0.62
H 0.265572 1.188880 0.634906 -0.53 0.91 3.29
H -0.733777 -0.916183 -1.380936 -0.04 -0.21 0.01
H -0.426774 1.864976 -1.617048 0.91 1.10 0.70
H 0.787521 1.043110 -2.340175 0.55 0.02 1.57
H 1.361346 2.197222 -1.094210 0.64 1.49 0.00
H -2.349272 -0.653093 2.407019 -0.74 -0.09 -0.07
H -0.861092 -1.339495 2.525138 0.24 -0.72 0.65

---

15
Properties=species:S:1:pos:R:3:forces:R:3 method="wB97M-V/def2-TZVPD" lumo_energy_ev=0.8927 charge=0 smiles="CCCNC=O" multiplicity=1 de_lowest_kcal_mol=28.7 homo_ha=-0.358
C 1.384037 1.948004 -0.339805 -0.09 1.52 -0.02
N 0.608357 1.270110 0.541193 -0.83 -1.25 0.31
C -0.678256 0.687657 0.024475 2.45 -0.10 -0.84
C -0.317981 -0.734115 -0.513081 -2.90 -0.76 1.31
C -0.739373 -1.880001 0.489040 1.74 -0.32 -0.38
O 0.929517 2.758280 -1.126933 0.25 -0.64 -0.21
H 2.473503 1.835013 -0.229819 0.00 -0.18 0.19
H 1.068248 0.568528 1.108679 0.39 0.33 -0.06
H -0.879466 1.285525 -0.866000 -0.71 0.27 0.56
H -1.408159 0.701153 0.823011 -0.36 0.03 -0.24
H 0.726079 -0.832155 -0.739991 0.47 0.09 -0.10
H -0.894908 -0.865081 -1.425307 0.13 -0.17 -0.25
H -0.374205 -2.844819 0.134623 0.10 -0.04 -0.48
H -0.120923 -1.778111 1.389811 -0.55 0.24 0.29
H -1.776468 -2.119988 0.730104 -0.09 0.97 -0.09

---

15
Properties=species:S:1:pos:R:3:forces:R:3 method="wB97M-V/def2-TZVPD" lumo_energy_ev=0.9667 charge=0 smiles="CC(C)NC=O" multiplicity=1 de_lowest_kcal_mol=25.8 homo_ha=-0.350
C 0.101281 0.329588 1.435923 0.16 0.41 -0.38
C 0.023291 0.475437 -0.116454 -0.01 0.12 -0.11
C 1.284415 0.923616 -0.875621 0.01 -0.05 0.01
N -0.357571 -0.849591 -0.624094 -0.06 0.21 -0.47
C -1.599314 -1.366374 -0.368767 -0.27 0.33 0.63
O -2.616246 -0.709000 -0.410240 0.21 -0.14 0.22
H 1.120866 0.100639 1.762689 -0.11 0.14 0.01
H -0.515057 -0.525259 1.670502 -0.11 -0.15 0.35
H -0.316603 1.167009 2.016396 0.41 -0.04 -0.41
H -0.771534 1.182076 -0.374570 0.00 -0.20 0.07
H 1.079455 0.881076 -1.952205 -0.02 0.01 0.18
H 2.150754 0.274692 -0.689588 -0.21 0.02 0.14
H 1.596044 1.951156 -0.659011 -0.21 -0.20 0.21
H 0.345223 -1.436852 -1.031142 0.24 -0.26 0.39
H -1.600611 -2.376580 0.091896 -0.04 -0.21 -0.86

---

15
Properties=species:S:1:pos:R:3:forces:R:3 method="wB97M-V/def2-TZVPD" lumo_energy_ev=0.8986 charge=0 multiplicity=1 de_lowest_kcal_mol=59.9 homo_ha=-0.334
C -2.303348 0.003491 -0.520099 -0.28 -0.10 -0.21
N -0.358652 0.606365 0.482372 0.22 -0.69 0.74
C -0.809028 -0.268535 -0.596155 -0.21 -0.04 -0.11
C 0.713055 0.361097 1.090618 -0.03 0.20 0.19
C 2.019286 -0.146119 0.558414 0.12 -0.11 0.29
O 2.173649 -0.042568 -0.835303 -0.14 0.12 -0.09
H -2.885761 -0.397288 -1.345961 -0.08 -0.10 -0.05
H -2.640673 -0.422030 0.432397 -0.18 0.05 -0.30
H -2.445885 1.084557 -0.423869 -0.11 -0.22 -0.31
H -0.616355 -1.291760 -0.244722 0.02 0.09 -0.31
H -0.326055 -0.206427 -1.579799 -0.24 0.47 0.13
H 0.692089 0.591736 2.153183 0.57 0.67 0.15
H 2.224569 -1.184362 0.836417 -0.04 0.05 0.02
H 2.734174 0.492403 1.100040 0.29 -0.23 -0.18
H 1.828935 0.819434 -1.107533 0.09 -0.17 0.03

---

15
Properties=species:S:1:pos:R:3:forces:R:3 method="wB97M-V/def2-TZVPD" lumo_energy_ev=1.1599 charge=0 smiles="CC(C)/C=N/O" multiplicity=1 de_lowest_kcal_mol=54.0 homo_ha=-0.359
C -0.028105 0.543741 -0.031365 -0.13 0.12 -0.08
C -0.134969 0.711109 -1.548144 0.14 0.05 0.22
C -1.386420 0.769706 0.635018 0.26 0.05 0.01
C 0.458850 -0.831175 0.285329 -0.02 -0.43 0.00
O 1.914471 -2.307381 1.161012 -0.39 -0.11 -0.22
N 1.540371 -0.986495 0.911021 0.75 0.38 0.42
H 2.751022 -2.231782 1.640292 -0.27 0.19 -0.16
H 0.695779 1.261770 0.364446 -0.02 -0.10 -0.01
H -0.154456 -1.671399 -0.044022 0.06 -0.17 0.04
H 0.833028 0.554786 -2.017994 0.06 -0.01 -0.10
H -2.115549 0.051161 0.266074 -0.13 -0.07 -0.03
H -0.480244 1.713196 -1.790355 -0.06 0.09 -0.08
H -0.840584 -0.006515 -1.961569 -0.09 -0.07 -0.09
H -1.305029 0.657660 1.713547 -0.06 0.00 0.10
H -1.748163 1.771619 0.416709 -0.09 0.08 -0.02

---

15
Properties=species:S:1:pos:R:3:forces:R:3 method="wB97M-V/def2-TZVPD" lumo_energy_ev=0.6970 charge=0 smiles="C=N/C=C/C.O" multiplicity=1 de_lowest_kcal_mol=68.4 homo_ha=-0.322
C -1.166366 -2.291861 0.984231 0.42 1.10 -0.53
C -0.255676 -1.299069 0.238059 0.48 -0.96 0.66
C 0.770239 -1.789177 -0.459713 -0.08 1.49 -0.10
N 1.656358 -1.109750 -1.333993 0.29 -1.11 0.21
C 2.411647 -0.122323 -1.125531 -0.05 -0.59 -0.36
H -1.191226 -3.095896 0.247117 -1.12 -0.24 0.52
H -0.866479 -2.703881 1.949675 0.74 0.22 -0.13
H -2.080544 -1.748764 1.239715 -0.40 -0.65 -0.63
H -0.493298 -0.245994 0.223548 0.00 0.13 0.02
H 0.963474 -2.856449 -0.469734 0.00 -0.01 -0.01
H 3.229954 -0.056390 -1.848089 -0.29 0.81 -0.05
H 2.374020 0.589356 -0.301348 0.00 -0.19 0.41
H -1.621678 5.132010 0.841427 0.10 0.24 -0.06
H -2.179202 5.700812 -0.440091 -0.17 0.05 -0.28
O -1.551226 5.897381 0.254725 0.06 -0.29 0.34

---

15
Properties=species:S:1:pos:R:3:forces:R:3 method="wB97M-V/def2-TZVPD" lumo_energy_ev=1.1079 charge=0 smiles=OCCN1CC1 multiplicity=1 de_lowest_kcal_mol=55.9 homo_ha=-0.345
O -0.248649 2.372827 0.057532 0.12 0.01 -0.26
C -0.677801 1.298515 0.860219 -0.14 -0.26 0.25
C 0.368194 0.199780 0.960980 -0.06 0.05 0.14
N 0.786275 -0.268896 -0.362733 0.07 0.08 0.07
C 0.689393 -1.693008 -0.614742 0.11 -0.27 0.02
C -0.233401 -0.750761 -1.285330 -0.25 0.02 -0.15
H 0.166569 1.983408 -0.724383 0.00 0.15 0.09
H -1.621194 0.869693 0.483170 0.13 0.15 0.02
H -0.884195 1.699863 1.857917 0.04 -0.05 -0.13
H 1.262000 0.595960 1.455921 -0.12 -0.09 -0.03
H -0.029253 -0.617012 1.585858 -0.02 0.10 -0.12
H 1.510415 -2.157510 -1.154581 -0.10 0.12 0.05
H 0.256595 -2.306505 0.177519 0.12 0.11 -0.12
H -1.276077 -0.750142 -0.971981 0.16 -0.05 0.00
H -0.068871 -0.476212 -2.325367 -0.06 -0.06 0.17

---

15
Properties=species:S:1:pos:R:3:forces:R:3 method="wB97M-V/def2-TZVPD" lumo_energy_ev=0.8633 charge=0 smiles=CN1CC(O)C1 multiplicity=1 de_lowest_kcal_mol=73.9 homo_ha=-0.331
C 1.985610 -0.088571 0.191209 2.05 -0.97 0.62
C -0.242402 -1.015802 -0.092693 -0.33 1.02 0.41
C -1.317216 0.055924 -0.407301 -0.43 -2.83 0.03
C -0.262565 1.053949 -0.031809 1.78 0.92 0.88
H 2.317115 -1.228306 -0.005312 -0.42 2.66 0.85
H 2.790568 0.601903 -0.201036 -0.79 -0.77 0.34
H 1.814779 0.172016 1.281911 0.67 -0.73 -0.63
H -0.306163 -1.829739 -0.782278 0.38 -0.89 -0.09
H -0.262193 -1.345482 1.010143 0.34 0.62 -1.46
H -1.366053 -0.081496 -1.507853 -0.64 0.89 0.48
H -3.037211 0.714946 0.262686 0.76 -2.36 0.08
H -0.122486 1.135635 1.124770 -0.63 0.39 -1.75
H -0.179355 1.998529 -0.612929 -0.25 -0.28 0.86
N 0.768009 0.057222 -0.485721 -2.76 -1.17 -0.07
O -2.580437 -0.200734 0.256209 0.27 3.50 -0.57

---

15
Properties=species:S:1:pos:R:3:forces:R:3 method="wB97M-V/def2-TZVPD" lumo_energy_ev=1.0460 charge=0 multiplicity=1 de_lowest_kcal_mol=31.7 homo_ha=-0.349
C 1.746973 -1.508574 -0.492161 0.27 -0.03 -0.05
O 0.343386 -1.490059 -0.281293 -0.05 0.00 0.05
C -0.227494 -0.282961 -0.061271 0.05 0.26 0.06
N 0.435651 0.782506 -0.219950 -0.20 -0.38 0.07
C -0.147804 2.072956 0.089896 -0.10 0.18 0.04
C -1.635707 -0.511340 0.419780 -0.05 0.10 0.02
H 1.993097 -1.299562 -1.537854 -0.06 0.01 0.13
H 2.069504 -2.516279 -0.223364 0.00 0.14 -0.10
H 2.234148 -0.760285 0.137330 -0.01 -0.14 -0.08
H -1.101709 2.261037 -0.422244 0.13 -0.09 0.05
H -0.313346 2.195196 1.169140 0.01 -0.04 -0.15
H 0.551861 2.855452 -0.219997 -0.14 -0.14 0.05
H -2.158078 0.412472 0.670631 0.12 -0.08 -0.08
H -2.207040 -1.060418 -0.334953 0.11 0.11 0.07
H -1.583444 -1.150140 1.306315 -0.06 0.11 -0.08

---

15
Properties=species:S:1:pos:R:3:forces:R:3 method="wB97M-V/def2-TZVPD" lumo_energy_ev=-0.9683 charge=0 multiplicity=1 de_lowest_kcal_mol=166.7 homo_ha=-0.327
C 2.904271 0.474491 -0.182940 2.76 -1.12 0.87
N 1.743116 -0.124652 0.510597 -0.38 0.09 -1.19
C 0.524361 0.183499 -0.397431 5.00 0.91 -1.16
C -0.764702 0.328457 0.200658 -2.47 -0.82 -1.76
C -1.999743 -0.436326 -0.260874 -6.21 3.35 -3.89
O -3.148622 -0.624188 0.312788 3.42 1.10 -0.45
H 3.924811 0.111368 0.306840 -2.19 0.84 -0.54
H 3.069194 0.051601 -1.222680 -0.84 0.60 1.03
H 2.948640 1.600999 -0.208864 -0.29 -0.94 -0.10
H 1.618919 0.223872 1.450074 0.05 0.34 0.01
H 0.932706 1.225340 -0.769836 -1.81 -1.44 0.07
H 0.807662 -0.551609 -1.193731 -1.48 0.52 0.21
H -0.977302 1.342604 0.473233 -0.60 -0.15 2.23
H -1.234114 -0.917594 0.314286 4.03 -2.25 3.98
H -2.088467 -0.521235 -1.382278 1.00 -1.02 0.72